# 1
Entry from the OMol25 dataset: a structure of composition C32H30F6N7O4P2PdS2 (ωB97M-V/def2-TZVPD).

Output
- E_HOMO (alpha / beta): -10.769 / -11.532 eV
- Gap between HOMO and LUMO (alpha / beta): 8.2825 / 7.7267 eV
- Total energy: -4127.63451 hartree
- LUMO level (alpha / beta): -2.4865 / -3.8055 eV
- Net charge: +1
- 2S+1: 3
- Max |F|: 1.8 eV/A
- ΔE to the lowest compared entry with this formula, charge and spin: 0.000 eV

CARTESIAN COORDINATES (ANGSTROEM)
Pd 0.153 0.650 0.881
C -0.416 -4.764 2.496
N -0.824 -3.427 2.054
C -2.073 -3.088 1.609
C -2.024 -1.763 1.303
N -0.762 -1.289 1.559
C -0.051 -2.309 2.012
P 1.673 -2.262 2.582
C 1.578 -0.737 3.554
N 1.073 0.411 3.147
C 1.127 1.263 4.217
C 1.684 0.617 5.283
N 1.968 -0.652 4.857
C 2.572 -1.708 5.673
C 2.432 -1.574 1.082
N 2.018 -0.529 0.383
C 2.916 -0.351 -0.642
C 3.883 -1.307 -0.560
N 3.570 -2.076 0.530
C 4.337 -3.238 0.996
H -1.258 -5.439 2.374
H -0.125 -4.753 3.543
H 0.415 -5.130 1.897
H -2.881 -3.804 1.547
H -2.814 -1.134 0.930
H 0.743 2.269 4.172
H 1.899 0.951 6.287
H 2.784 -1.304 6.657
H 3.503 -2.053 5.231
H 1.894 -2.551 5.781
H 2.819 0.440 -1.366
H 4.755 -1.491 -1.170
H 5.185 -3.379 0.332
H 3.725 -4.136 0.978
H 4.707 -3.078 2.006
C -4.885 1.745 -2.107
C -4.366 1.631 -0.829
C -3.058 1.198 -0.650
C -2.264 0.869 -1.744
C -2.786 1.009 -3.030
C -4.092 1.442 -3.208
P -0.595 0.200 -1.468
C -0.762 -1.575 -1.833
C 0.385 -2.341 -2.056
C 0.289 -3.710 -2.256
C -0.955 -4.332 -2.228
C -2.099 -3.577 -2.013
C -2.005 -2.204 -1.812
C 0.433 0.822 -2.841
C 1.361 1.850 -2.667
C 2.091 2.330 -3.747
C 1.900 1.792 -5.012
C 0.992 0.759 -5.193
C 0.271 0.269 -4.115
H -5.901 2.094 -2.252
H -4.960 1.913 0.031
H -2.647 1.173 0.347
H -2.176 0.796 -3.898
H -4.491 1.544 -4.210
H 1.356 -1.862 -2.093
H 1.183 -4.292 -2.452
H -1.032 -5.401 -2.389
H -3.073 -4.053 -2.012
H -2.906 -1.620 -1.659
H 1.502 2.295 -1.696
H 2.807 3.130 -3.595
H 2.457 2.179 -5.857
H 0.843 0.332 -6.179
H -0.410 -0.561 -4.263
F 2.168 2.705 1.341
C 1.420 3.788 1.553
F 1.823 4.737 0.722
F 1.559 4.181 2.809
S -0.347 3.396 1.171
O -0.840 2.409 2.142
O -0.249 2.838 -0.182
N -0.866 4.853 1.285
S -2.389 5.144 0.821
O -3.162 3.930 0.863
O -2.876 6.341 1.413
C -2.228 5.558 -0.971
F -1.193 6.377 -1.157
F -2.060 4.459 -1.698
F -3.349 6.161 -1.342

Atom charges from the Mulliken analysis, given in e for atoms 1 to 6: atom 1 (Pd): 1.41, atom 2 (C): -0.84, atom 3 (N): 0.32, atom 4 (C): -0.74, atom 5 (C): -0.85, atom 6 (N): 0.54



# 2
Entry from the OMol25 dataset: a structure of composition C32H30N5NaO4S4 (ωB97M-V/def2-TZVPD).

Output
- E_HOMO: -0.406 eV
- Gap between HOMO and LUMO: 4.0279 eV
- Total energy: -3567.36408 hartree
- LUMO level: 3.6217 eV
- Net charge: -2
- Max |F|: 1.5 eV/A
- ΔE to the lowest compared entry with this formula, charge and spin: 1.001 eV

CARTESIAN COORDINATES (ANGSTROEM)
Na 0.015 0.080 0.305
C 0.840 -3.726 -0.728
C 1.395 -2.823 -1.626
C 2.329 -1.891 -1.187
C 2.703 -1.861 0.151
C 2.134 -2.755 1.053
C 1.205 -3.690 0.616
H 0.096 -4.440 -1.067
H 1.071 -2.809 -2.657
H 2.736 -1.164 -1.881
H 3.416 -1.121 0.491
H 2.404 -2.712 2.101
H 0.750 -4.377 1.321
O -1.363 1.280 5.734
C -0.396 0.354 5.806
C -0.041 -0.144 7.063
C 0.965 -1.088 7.189
C 1.637 -1.553 6.063
C 1.274 -1.065 4.815
C 0.264 -0.124 4.659
C -0.089 0.323 3.267
O 0.451 -0.245 2.280
N -1.012 1.271 3.253
N -1.514 1.694 2.027
C -0.842 2.545 1.370
C -1.343 3.084 0.078
C -0.912 4.332 -0.356
C -1.311 4.777 -1.601
C -2.112 3.957 -2.381
C -2.510 2.738 -1.853
N -2.157 2.317 -0.642
H -1.445 1.483 4.737
H -0.573 0.234 7.929
H 1.225 -1.462 8.174
H 2.428 -2.287 6.156
H 1.764 -1.404 3.911
H 0.125 2.918 1.715
H -0.246 4.918 0.264
H -0.975 5.738 -1.972
H -2.397 4.236 -3.387
H -3.120 2.056 -2.435
O 3.136 2.032 -6.197
C 2.552 1.761 -5.156
S 3.003 2.370 -3.576
C 1.738 1.588 -2.605
C 0.863 0.813 -3.295
S -0.504 -0.075 -2.695
S 1.153 0.709 -5.045
S 1.789 1.918 -0.896
C -3.011 -7.384 -1.603
C -4.260 -6.828 -0.926
N -4.338 -5.372 -0.990
C -4.844 -4.820 -2.242
C -6.366 -4.856 -2.356
C -3.596 -4.676 -0.066
O -2.897 -5.277 0.732
C -3.672 -3.179 -0.024
C -4.806 -2.417 -0.266
C -4.744 -1.042 -0.118
C -3.543 -0.460 0.255
N -2.446 -1.179 0.481
C -2.519 -2.501 0.364
H -2.978 -8.472 -1.508
H -2.124 -6.966 -1.126
H -2.986 -7.135 -2.666
H -4.260 -7.115 0.122
H -5.162 -7.228 -1.392
H -4.420 -5.403 -3.064
H -4.471 -3.809 -2.363
H -6.732 -5.884 -2.400
H -6.692 -4.343 -3.263
H -6.836 -4.376 -1.496
H -5.743 -2.881 -0.540
H -5.616 -0.426 -0.294
H -3.425 0.613 0.375
H -1.612 -3.065 0.555

Atom charges from the Mulliken analysis, given in e for atoms 1 to 6: atom 1 (Na): 0.68, atom 2 (C): -0.13, atom 3 (C): -0.37, atom 4 (C): -0.45, atom 5 (C): -0.58, atom 6 (C): 0.12